1.
The following is a quantum chemistry calculation of a cluster of 10 separate species, C46H39BN9O20 in total, from the OMol25 dataset.

The energy above the lowest of the compared OMol25 structures with the same formula, charge and spin comes out at 26.4 kcal per mole. As for the frontier orbital gap: 9.032 eV. For the LUMO energy, the calculation gives 1.13 eV. The calculated total energy comes out at -103362.343 eV. The maximum force comes out at 2.71 eV Å⁻¹.

Structure (ORCA input):
```
! RIJCOSX wB97M-V def2-TZVPD def2/J DEFGRID3
* xyz -1 1
O 3.3662 -1.4184 -1.6687
C 2.4698 -0.9595 -1.0271
O 1.8300 -1.5442 -0.0342
B 0.6555 -0.6885 0.3681
O 0.6648 0.4316 -0.5864
C 1.7104 0.3464 -1.3677
O 2.0600 1.0942 -2.2359
O 0.6825 -0.2747 1.7506
C -0.3996 -0.6977 2.3995
O -0.6119 -0.5080 3.5534
C -1.1896 -1.5742 1.4188
O -0.6184 -1.4782 0.2459
O -2.2562 -2.0847 1.6487
C 0.1825 -4.6421 2.0638
C 0.5680 -3.9318 3.2690
N 0.8444 -3.3177 4.1980
H 0.8323 -5.4575 1.7470
H 0.3632 -3.9519 1.2316
H -0.8630 -4.9272 2.1407
C 4.2144 0.0930 2.4327
C 3.3359 -0.0861 3.5973
N 2.6301 -0.1861 4.4961
H 3.6243 -0.1991 1.5696
H 5.2345 -0.2801 2.4810
H 4.4423 1.1665 2.4268
C 1.6500 0.5336 -5.2348
C 3.0217 0.1557 -5.5424
N 4.0947 -0.1317 -5.8261
H 1.7444 1.3939 -4.5753
H 1.0333 -0.2536 -4.8119
H 1.1872 0.8152 -6.1829
C -4.0500 -0.3724 -2.1214
C -5.0504 0.2648 -2.8516
C -5.5193 1.4897 -2.4163
C -5.1377 2.0473 -1.2043
C -4.1407 1.3922 -0.4731
C -3.5868 0.2194 -0.9579
N -5.8282 3.2287 -0.7107
O -5.5330 3.6022 0.4018
O -6.6293 3.7516 -1.4594
H -3.6950 -1.3452 -2.4386
H -5.3827 -0.1103 -3.8092
H -6.3310 1.9030 -3.0001
H -3.7651 1.7670 0.4690
H -2.9173 -0.2862 -0.2769
C -1.2753 -4.6432 -2.8472
C -1.8122 -5.9105 -3.0323
C -2.9465 -6.1866 -2.2680
C -3.4654 -5.3052 -1.3515
C -2.8767 -4.0474 -1.1324
C -1.7973 -3.7477 -1.9304
N -4.7314 -5.6100 -0.6729
O -5.4879 -6.3461 -1.2830
O -4.9337 -5.1038 0.3997
H -0.3343 -4.3607 -3.3073
H -1.4263 -6.6355 -3.7305
H -3.3902 -7.1761 -2.2369
H -3.2719 -3.3747 -0.3828
H -1.3018 -2.7876 -1.8611
C 3.0872 5.1379 -2.6742
C 3.5150 3.8367 -2.2846
C 4.7952 3.6205 -1.8445
C 5.7070 4.6889 -1.8702
C 5.3291 5.9535 -2.2446
C 3.9702 6.1651 -2.5078
N 7.0944 4.3795 -1.5398
O 7.2879 3.6478 -0.5913
O 7.9665 4.9877 -2.1299
H 2.0706 5.3062 -2.9964
H 2.7047 3.1228 -2.2095
H 5.1572 2.6691 -1.4809
H 6.0634 6.7383 -2.3498
H 3.6776 7.1897 -2.7140
C -5.1917 -0.3803 2.1697
C -5.9861 -0.9046 1.1679
C -7.0834 -0.1489 0.7392
C -7.3765 1.0660 1.3534
C -6.5614 1.6041 2.3530
C -5.4543 0.8648 2.7423
N -8.5309 1.8504 0.9265
O -9.0736 1.4530 -0.1128
O -8.9283 2.7915 1.5832
H -4.3073 -0.8474 2.5898
H -5.7131 -1.8468 0.7156
H -7.6937 -0.5439 -0.0571
H -6.7894 2.5697 2.7780
H -4.8333 1.2324 3.5485
C 7.1683 -3.7458 -1.4097
C 5.8571 -3.3650 -1.3328
C 5.2356 -3.3041 -0.1245
C 5.9011 -3.6195 1.0566
C 7.2147 -4.1025 0.9443
C 7.8854 -4.1393 -0.2875
N 5.2196 -3.6616 2.3234
O 4.1429 -3.1079 2.4036
O 5.7837 -4.1705 3.2793
H 7.6098 -3.8089 -2.4001
H 5.3119 -3.0657 -2.2174
H 4.1644 -3.1526 -0.0762
H 7.7202 -4.4516 1.8351
H 8.8785 -4.5595 -0.2534
C 1.2832 5.5658 2.8530
C 1.0168 4.4550 2.0607
C -0.0692 3.6423 2.3916
C -0.8899 3.9541 3.4660
C -0.5828 5.0378 4.2618
C 0.5001 5.8419 3.9717
N -2.0702 3.1359 3.7193
O -2.0477 1.9752 3.3990
O -2.9721 3.6806 4.3315
H 2.1747 6.1035 2.5508
H 1.5367 4.1266 1.1721
H -0.3713 2.8401 1.7301
H -1.1373 5.3256 5.1449
H 0.7467 6.6125 4.6875
*
```

---

2.
The following is a quantum chemistry calculation of an isolated molecule of C15H20N2O2S, from the OMol25 dataset.

The energy above the lowest of the compared OMol25 structures with the same formula, charge and spin comes out at 90.9 kcal per mole. As for the frontier orbital gap: 8.315 eV. For the LUMO energy, the calculation gives 0.79 eV. The SMILES is C=CCN(CC=C)C(=S)Nc1ccc(OC)c(OC)c1. The calculated total energy comes out at -33787.803 eV. The maximum force comes out at 0.83 eV Å⁻¹.

Structure (ORCA input):
```
! RIJCOSX wB97M-V def2-TZVPD def2/J DEFGRID3
* xyz 0 1
C 5.6168 -2.8111 0.6832
C 4.4545 -2.2673 0.9920
C 3.1328 -2.7924 0.5287
N 2.3649 -1.7772 -0.1658
C 2.9538 -1.2531 -1.3781
C 3.5441 0.1284 -1.2657
C 3.5164 0.8965 -0.1926
C 1.1331 -1.4035 0.2665
S 0.4127 -2.1297 1.5702
N 0.5524 -0.3879 -0.4326
C -0.7283 0.1548 -0.2858
C -1.8436 -0.5833 0.0777
C -3.0761 0.0388 0.1567
C -3.2505 1.3859 -0.1318
O -4.4721 2.0161 -0.0694
C -5.5858 1.2804 0.3692
C -2.1244 2.1362 -0.5203
O -2.0808 3.4549 -0.8681
C -3.1985 4.2963 -0.6955
C -0.8910 1.5020 -0.5890
H 6.5476 -2.4160 1.0517
H 5.6851 -3.6898 0.0619
H 4.4062 -1.3893 1.6206
H 3.2742 -3.6578 -0.1295
H 2.5342 -3.1045 1.3918
H 2.2096 -1.2625 -2.1878
H 3.7548 -1.9385 -1.6729
H 4.0227 0.4680 -2.1749
H 3.9679 1.8732 -0.1856
H 3.0498 0.5833 0.7271
H 1.1854 0.2245 -0.9308
H -1.7624 -1.6316 0.3041
H -3.9234 -0.5605 0.4462
H -6.4147 1.9874 0.3748
H -5.4389 0.8878 1.3805
H -5.8208 0.4560 -0.3120
H -4.0275 4.0092 -1.3452
H -3.5400 4.3061 0.3417
H -2.8479 5.2912 -0.9711
H -0.0456 2.1037 -0.8890
*
```

---

3.
The following is a quantum chemistry calculation of a cluster of 5 separate species, C36H83N5O8 in total, from the OMol25 dataset.

The energy above the lowest of the compared OMol25 structures with the same formula, charge and spin comes out at 44.5 kcal per mole. As for the frontier orbital gap: 8.830 eV. For the LUMO energy, the calculation gives 0.53 eV. The SMILES is CC1(C)CCCC(C)(C)N1O.CC1(C)CCCC(C)(C)N1O.COCCNCCOC.COCCNCCOC.COCCNCCOC. The calculated total energy comes out at -62499.288 eV. The maximum force comes out at 3.79 eV Å⁻¹.

Structure (ORCA input):
```
! RIJCOSX wB97M-V def2-TZVPD def2/J DEFGRID3
* xyz 0 1
C 1.4734 -3.3554 -27.0493
C 0.6149 -2.7644 -25.9576
C 1.5075 -1.8524 -25.1057
C -0.6160 -1.9923 -26.4688
C -1.5747 -1.5288 -25.3552
C -1.9508 -2.7035 -24.4283
C -0.8261 -3.6333 -23.9256
C -0.1469 -3.1224 -22.6790
C -1.5302 -4.9622 -23.6159
N 0.0571 -3.8507 -25.0857
O 1.0298 -4.8751 -24.8595
H 1.0426 -4.2979 -27.3962
H 1.4345 -2.7067 -27.9333
H 2.5442 -3.4288 -26.8693
H 2.0438 -1.3144 -25.8989
H 0.9245 -1.2336 -24.4308
H 2.3166 -2.3657 -24.5827
H -0.3631 -1.0448 -26.9487
H -1.1021 -2.7501 -27.0858
H -1.1997 -0.6490 -24.8284
H -2.4995 -1.1686 -25.8108
H -2.7129 -3.3048 -24.9235
H -2.4316 -2.2057 -23.5797
H -0.8678 -3.1816 -21.8544
H 0.4147 -2.2015 -22.7511
H 0.4691 -3.9539 -22.3059
H -1.9045 -5.4347 -24.5263
H -2.3360 -4.7952 -22.8994
H -0.9225 -5.7630 -23.1821
H 0.6890 -5.5034 -25.5042
C 7.5276 -1.4811 -25.4555
C 6.6774 -0.1762 -25.4492
C 6.1915 0.1222 -26.8619
C 5.4370 -0.6430 -24.7173
C 5.6649 -0.7731 -23.2082
C 6.2461 0.5215 -22.6143
C 7.4892 1.0744 -23.3636
C 7.5037 2.5760 -22.9880
C 8.8343 0.4778 -22.8674
N 7.2440 0.9715 -24.7968
O 8.3698 1.4806 -25.5080
H 7.0771 -2.3616 -25.9013
H 8.4744 -1.2748 -25.9780
H 7.9353 -1.7319 -24.4754
H 5.7606 -0.6074 -27.5438
H 5.4733 0.9512 -26.8898
H 7.0168 0.5943 -27.4143
H 4.5674 0.0155 -24.8842
H 4.9409 -1.5804 -24.9885
H 4.7208 -1.0178 -22.7172
H 6.3405 -1.6128 -23.0438
H 6.6348 0.1595 -21.6561
H 5.4974 1.2745 -22.3808
H 6.5801 3.0359 -23.3492
H 8.3527 3.1001 -23.4264
H 7.4906 2.6771 -21.9021
H 9.6204 1.2342 -22.8445
H 9.2393 -0.2773 -23.5431
H 8.7220 0.0657 -21.8658
H 8.0242 2.2885 -25.9074
C 5.9719 -5.3584 -25.6474
O 5.9199 -4.5238 -24.5133
C 4.8137 -4.8330 -23.6831
C 4.7077 -6.2390 -23.0455
N 3.3898 -6.6005 -22.5560
C 3.3276 -7.8923 -21.8755
C 2.0777 -7.9232 -21.0167
O 1.9587 -9.2066 -20.4526
C 0.9204 -9.3103 -19.4791
H 6.7498 -4.9309 -26.2873
H 5.0488 -5.3641 -26.2409
H 6.2613 -6.4161 -25.6271
H 3.8824 -4.5385 -24.1872
H 4.9951 -4.1436 -22.8531
H 5.4470 -6.2052 -22.2383
H 5.0972 -7.0582 -23.6706
H 2.6705 -6.4950 -23.2593
H 4.2801 -8.0169 -21.3649
H 3.1692 -8.7720 -22.5154
H 1.1635 -7.7742 -21.6199
H 2.0279 -7.0635 -20.3326
H 0.4808 -10.2937 -19.6172
H 0.1328 -8.5893 -19.7217
H 1.3111 -9.0875 -18.4896
C 6.4326 5.1051 -25.9249
O 7.0100 5.4996 -27.1144
C 7.3903 6.8399 -27.2624
C 8.6342 7.1653 -26.4218
N 9.8259 6.5604 -26.9671
C 10.9131 6.1705 -26.0674
C 10.5600 4.8818 -25.3938
O 11.6976 4.3255 -24.7206
C 11.3958 3.0536 -24.1979
H 5.3392 5.2437 -25.8950
H 6.7648 5.5944 -25.0001
H 6.5492 4.0297 -25.7656
H 6.5653 7.4680 -26.8945
H 7.5339 7.0986 -28.3102
H 8.4770 6.7255 -25.4347
H 8.7229 8.2579 -26.3253
H 10.0126 6.8661 -27.9049
H 11.1433 7.0305 -25.4324
H 11.7881 6.0778 -26.7162
H 10.1592 4.0732 -26.0055
H 9.8073 5.1391 -24.6316
H 10.9094 3.1812 -23.2202
H 12.3343 2.5452 -23.9700
H 10.7826 2.4032 -24.8276
C 5.2977 7.8311 -22.9620
O 4.2002 6.9566 -22.7594
C 2.8920 7.5038 -22.9138
C 2.6625 8.1903 -24.2553
N 2.3683 7.3692 -25.4172
C 1.6170 6.1311 -25.2564
C 2.4970 4.9040 -24.9003
O 2.9568 4.2513 -26.0434
C 3.5327 2.9830 -25.7444
H 5.0993 8.9000 -22.8681
H 5.7340 7.6743 -23.9541
H 6.0192 7.4696 -22.2291
H 2.7539 8.2571 -22.1247
H 2.2098 6.6974 -22.6509
H 3.4016 8.9612 -24.4697
H 1.7746 8.8202 -24.0934
H 3.2278 7.0713 -25.8665
H 1.0975 5.8528 -26.1801
H 0.8039 6.1589 -24.5288
H 1.9043 4.3355 -24.1704
H 3.3352 5.3308 -24.3357
H 4.3506 3.0657 -25.0251
H 3.7990 2.5004 -26.6808
H 2.6822 2.4268 -25.3289
*
```

---

4.
The following is a quantum chemistry calculation of the ion C3H3O3 with charge +1, from the OMol25 dataset.

The energy above the lowest of the compared OMol25 structures with the same formula, charge and spin comes out at 51.4 kcal per mole. As for the frontier orbital gap: 9.056 eV. For the LUMO energy, the calculation gives -5.86 eV. The calculated total energy comes out at -9290.694 eV. The maximum force comes out at 3.81 eV Å⁻¹.

Structure (ORCA input):
```
! RIJCOSX wB97M-V def2-TZVPD def2/J DEFGRID3
* xyz 1 1
C -0.1585 -0.6311 -2.2344
C -0.7381 -0.2417 -1.0595
C 0.2558 0.5302 1.3694
O 0.1063 -0.9553 -3.3134
O 1.0193 0.2171 2.3309
O 0.1676 -0.1774 0.2894
H -1.5237 0.6188 -0.9853
H -0.3035 1.3817 1.4582
H 1.1748 -0.7423 2.1447
*
```